# 1
ORCA calculation (wB97M-V/def2-TZVPD) on a 14-piece molecular cluster, C28H43Br2Cl26N2O2P overall in a non-equilibrium geometry.

Each line ends with the Mulliken charge.
Positions of all 104 atoms, in Å:
Br  -3.692  -4.304  -2.887  0.014
Br  -1.589  -5.972  -0.944  -0.097
Cl  7.765  -2.344  1.277  -0.091
Cl  -0.950  1.096  3.110  -0.078
Cl  4.945  -0.367  -1.273  -0.017
Cl  -7.257  -1.895  -3.205  -0.075
Cl  1.701  -0.203  -0.420  -0.193
Cl  6.832  0.644  -3.274  -0.183
Cl  -2.709  0.054  9.528  -0.140
Cl  1.118  -5.789  -3.657  -0.145
Cl  2.525  6.997  -1.096  -0.133
Cl  -0.432  6.808  3.872  -0.159
Cl  -5.615  -2.443  -5.568  -0.136
Cl  11.282  -3.104  -4.883  -0.156
Cl  12.970  -3.527  -2.521  -0.159
Cl  0.559  9.018  -0.303  -0.165
Cl  0.248  3.632  2.360  -0.044
Cl  9.642  -1.345  -0.738  -0.142
Cl  0.595  1.173  6.538  -0.153
Cl  3.924  -4.245  2.882  -0.184
Cl  2.357  -4.871  0.484  -0.118
Cl  -0.182  -5.029  -6.176  -0.178
Cl  -3.713  2.028  2.055  0.008
Cl  2.184  6.796  2.556  -0.132
Cl  -6.000  3.417  3.248  -0.178
Cl  -0.005  -1.649  6.021  -0.157
Cl  -4.174  0.517  7.027  -0.120
Cl  3.045  2.249  0.441  -0.130
P  1.131  2.801  -4.000  -0.137
O  1.182  4.283  -3.231  -0.261
O  -5.741  -0.982  -0.214  -0.371
N  -3.570  0.162  -1.344  -0.502
N  -1.399  -1.376  -2.300  -0.417
C  -0.633  -3.453  -0.029  -1.312
C  6.619  0.095  -1.605  -0.077
C  -0.286  0.612  -2.989  -0.162
C  -0.347  -0.243  7.034  0.253
C  -7.137  -2.774  -4.733  -0.354
C  -5.158  2.996  1.749  -0.398
C  2.617  1.956  -3.331  -0.643
C  -6.301  -1.344  1.033  -0.174
C  -1.351  2.740  -2.669  -0.637
C  -1.628  -4.080  -0.959  0.390
C  1.492  1.411  0.289  0.301
C  -0.397  -5.720  -4.562  0.356
C  -1.390  -0.017  -2.388  -0.369
C  -0.313  2.633  3.702  -0.397
C  -2.474  0.738  -1.921  0.079
C  -0.244  1.984  -3.143  0.367
C  0.645  7.644  2.742  -0.101
C  -4.733  -1.851  -0.661  -0.815
C  -2.424  2.137  -2.077  -0.567
C  -2.456  -1.922  -1.782  0.227
C  3.521  -3.767  1.227  0.103
C  11.319  -3.453  -3.151  0.243
C  -4.297  0.250  8.771  -0.288
C  -3.562  -1.135  -1.280  1.331
C  9.436  -1.893  0.936  -0.321
C  1.156  7.981  -1.612  -0.206
C  -2.468  -3.406  -1.739  -0.448
C  -6.885  -2.745  1.078  -1.121
H  -7.954  -2.468  -5.374  0.345
H  7.256  -0.762  -1.440  -0.018
H  -1.397  0.001  6.949  -0.253
H  1.055  1.310  1.270  -0.210
H  -0.370  -4.193  0.716  0.643
H  -7.490  -2.961  0.203  0.246
H  -7.191  -3.836  -4.526  0.238
H  -4.859  3.910  1.252  0.306
H  -1.096  -5.102  -4.014  -0.298
H  -5.591  -1.190  1.849  0.300
H  -4.872  -0.652  8.942  0.280
H  10.844  -4.412  -2.983  0.273
H  0.501  2.424  4.380  0.186
H  -4.343  -2.486  0.140  0.499
H  0.353  7.323  -1.923  0.182
H  -0.781  -6.727  -4.667  0.301
H  2.979  1.214  -4.031  0.332
H  -7.455  -2.876  1.994  0.417
H  4.428  -3.774  0.635  0.219
H  0.268  -3.153  -0.548  0.101
H  0.525  -0.016  -3.328  0.513
H  2.105  4.558  -3.225  0.211
H  3.089  -2.775  1.254  -0.005
H  10.073  -2.754  1.094  0.263
H  -6.088  -3.485  1.127  0.281
H  -0.094  -0.482  8.059  0.319
H  -1.320  3.811  -2.806  0.467
H  6.892  0.904  -0.938  0.287
H  0.841  1.988  -0.361  0.149
H  -1.106  -2.617  0.481  0.272
H  -4.785  1.107  9.217  0.279
H  -5.161  -2.512  -1.407  0.141
H  0.162  7.692  1.776  -0.005
H  -3.250  2.750  -1.750  0.511
H  2.375  1.477  -2.391  -0.084
H  10.793  -2.666  -2.627  -0.193
H  3.383  2.695  -3.112  0.351
H  1.468  8.615  -2.433  0.341
H  -1.104  3.170  4.214  0.391
H  9.719  -1.081  1.594  0.311
H  0.842  8.639  3.120  0.369
H  -5.831  2.424  1.122  0.259
H  -7.112  -0.636  1.200  0.351

Computed properties:
- E_HOMO: -8.002 eV
- Gap between HOMO and LUMO: 7.74 eV
- E_LUMO: -0.26 eV
- Calculated total energy: -18807.0421 Eh

***

# 2
ORCA calculation (wB97M-V/def2-TZVPD) on C28H43BrGeI2N3O5Si3Ti as an isolated structure in a non-equilibrium geometry.

Each line ends with the Mulliken charge.
Positions of all 87 atoms, in Å:
I  -2.266  -0.546  3.646  -0.094
I  -4.581  -1.443  6.560  -0.918
Br  2.719  4.448  7.356  -0.254
Ge  0.528  0.517  -0.932  1.047
Ti  -1.137  0.140  1.210  -0.887
Si  -0.915  1.303  -2.720  0.459
Si  1.732  -1.417  -1.657  0.554
Si  2.114  2.360  -0.978  0.938
O  -1.774  -1.273  -0.132  -0.778
O  -2.912  0.703  0.615  -0.054
O  -1.865  3.007  2.468  -0.641
O  -0.142  1.748  1.797  0.096
O  2.603  0.290  1.921  -0.670
N  0.133  -1.111  1.743  0.417
N  -3.703  -0.122  0.007  -0.864
N  -3.064  -1.162  -0.370  1.594
C  2.214  -1.317  -3.492  -1.304
C  1.391  3.920  -0.160  -1.073
C  1.896  -4.203  2.592  -0.655
C  -3.488  -3.867  -2.820  -0.617
C  3.356  -1.592  -0.696  -0.973
C  -0.405  -4.724  2.148  -0.787
C  -5.651  -2.949  -2.298  -0.492
C  -0.668  -3.393  1.898  -0.259
C  1.643  -2.865  2.355  -0.329
C  -2.588  0.487  -3.078  -1.184
C  0.354  -2.423  1.990  0.071
C  -1.378  3.083  -2.256  -1.092
C  2.261  3.735  4.638  -0.862
C  -0.727  2.595  2.592  -0.090
C  -4.862  -3.847  -3.008  -0.500
C  0.877  -5.143  2.487  -0.457
C  0.131  3.051  3.742  0.312
C  -3.695  -2.089  -1.248  -0.015
C  1.486  3.311  3.571  0.206
C  2.550  2.923  -2.743  -1.271
C  3.840  2.146  -0.229  -1.377
C  1.662  3.868  5.879  0.148
C  -5.076  -2.062  -1.405  -0.599
C  0.319  3.595  6.078  -0.537
C  -2.888  -2.988  -1.932  -0.070
C  -0.151  1.384  -4.467  -1.103
C  0.805  -3.061  -1.484  -0.510
C  -0.449  3.193  4.997  -0.524
H  -5.673  -1.365  -0.839  0.516
H  1.687  3.316  -3.273  0.278
H  3.230  -2.310  0.115  0.312
H  2.432  -2.131  2.450  0.528
H  -1.213  -5.444  2.088  0.399
H  0.367  -3.367  -2.437  0.410
H  3.313  3.951  4.511  0.441
H  2.409  1.045  2.489  0.453
H  0.382  0.473  -4.728  0.191
H  3.288  3.726  -2.668  0.414
H  4.144  -1.955  -1.360  0.432
H  -2.870  -4.568  -3.367  0.421
H  3.674  -0.660  -0.236  0.041
H  2.978  2.122  -3.346  0.219
H  1.329  -1.320  -4.126  0.233
H  -2.208  3.440  -2.870  0.437
H  1.927  3.200  2.588  0.442
H  1.730  -0.157  1.912  -0.052
H  1.105  4.655  -0.914  0.529
H  2.777  -0.410  -3.716  0.233
H  -1.822  -2.976  -1.775  0.240
H  -0.952  1.522  -5.198  0.365
H  4.387  3.067  -0.454  0.462
H  -1.686  3.142  -1.210  0.235
H  -1.499  2.962  5.118  0.531
H  0.019  -3.014  -0.732  -0.396
H  -0.121  3.691  7.060  0.424
H  -6.724  -2.942  -2.433  0.379
H  2.141  4.382  0.486  0.393
H  -1.672  -3.068  1.658  0.304
H  0.510  3.707  0.442  0.034
H  0.550  2.206  -4.584  0.335
H  3.824  1.988  0.845  0.283
H  2.895  -4.514  2.870  0.369
H  2.829  -2.177  -3.768  0.425
H  -3.301  0.586  -2.261  0.317
H  -0.539  3.768  -2.388  0.217
H  4.387  1.311  -0.665  0.336
H  -2.524  -0.565  -3.354  0.172
H  -5.323  -4.533  -3.707  0.380
H  1.075  -6.189  2.689  0.375
H  1.504  -3.839  -1.165  0.442
H  -2.993  1.036  -3.934  0.499

Computed properties:
- 2S+1: 2
- <S²>: 0.8172
- Relative energy (zero: lowest compared OMol25 entry of this formula, charge and spin): 71.38 kcal per mole
- E_HOMO (spin up / spin down): -1.601 / -1.514 eV
- Gap between HOMO and LUMO (spin up / spin down): 5.19 / 4.19 eV
- E_LUMO (spin up / spin down): 3.59 / 2.67 eV
- Calculated total energy: -8597.7122 Eh
- Charge: -2

***

calculated total energy of number 1 (C28H43Br2Cl26N2O2P)?
-18807.0421 Eh